{
  "formula": "C8H11O6",
  "method": "ωB97M-V/def2-TZVPD",
  "species": ["C", "H", "O", "C", "H", "C", "H", "C", "H", "H", "H", "C", "H", "C", "O", "C", "C", "O", "O", "H", "O", "H", "O", "H", "H"],
  "positions_angstrom": [[2.8024, 1.9977, 1.6714], [-1.2267, -1.3118, 1.4965], [0.7099, -1.5336, 0.9243], [2.8814, -1.0588, -0.3910], [2.2646, 1.5841, 2.5690], [-1.0144, -2.8282, -0.0575], [-0.9745, -3.5989, 0.5967], [-0.6397, -1.4401, 0.5902], [2.8754, 3.1919, 1.7559], [-2.0134, -2.7593, -0.3655], [-1.6034, 1.0623, 0.9096], [-0.8527, -0.3094, -0.4034], [0.5585, 0.8753, 1.4517], [1.1827, 0.7140, 0.6572], [3.4509, -2.0045, 0.1615], [1.4527, -0.6726, 0.1577], [0.5669, 0.2734, -0.6235], [3.1116, -0.3372, -1.3964], [2.0267, 1.8187, 0.4777], [1.7982, 0.3062, -2.0266], [0.8732, 0.6182, -1.9415], [3.7382, 1.5216, 1.7735], [-1.8751, 0.6304, 0.0060], [-1.2347, -0.7229, -1.2944], [-0.3891, -2.9875, -0.9388]],
  "atomic_forces_ev_per_a": [[-2.0956, 3.1498, 0.6469], [-0.1964, 0.2057, 0.1853], [0.2907, -1.1079, 0.9740], [-2.1426, -0.2858, 0.3044], [-0.0166, 0.6853, -0.6460], [0.5897, 3.4785, -1.2855], [0.6366, -2.3812, 2.1571], [-0.5105, -2.2614, -0.6930], [0.2451, -2.6748, 0.1798], [-1.7054, 0.0587, -0.7251], [-0.5380, -1.3039, -2.6531], [0.6443, 1.4714, 1.0540], [-1.6293, -0.1018, 2.2815], [1.8632, 1.9703, -3.4058], [0.3549, 0.6397, -0.4631], [1.6284, 1.0265, 0.1584], [-1.9026, -2.2571, -0.8918], [1.5291, -0.5054, -0.0180], [1.1560, -0.6010, 1.4394], [0.7888, -0.1088, 0.0817], [-1.0621, 0.7365, 0.9364], [1.3944, -0.5031, -0.8813], [0.9025, 0.9147, 2.3693], [-0.3047, -0.1809, -1.2943], [0.0799, -0.0642, 0.1886]],
  "lumo_ev": 3.2625,
  "relative_energy_ev": 0.000,
  "orbital_gap_ev": 7.91,
  "smiles": "CO[C@H]1[C@]2(O)[C@H](O)[C@@H](C)O[C@]12C(=O)[O-]",
  "charge": -1
}